ORCA calculation (ωB97M-V/def2-TZVPD) on C6H6N2 in the gas phase in a non-equilibrium geometry.

Its highest occupied orbital energy (spin up / spin down) is -6.6543 / -8.6692 eV. The calculation puts the frontier orbital gap (spin up / spin down) at 7.2 / 6.8 eV. As for the molar mass: 106.13 g mol⁻¹. Its spin multiplicity is 3.

Last column: Mulliken charge in e.
Atoms and positions in Å:
C  -1.478  0.153  -2.485  -0.23
C  -1.203  -1.278  -2.229  -0.31
C  0.208  1.447  -0.853  -0.58
C  -0.712  0.661  -1.394  0.52
C  -1.081  -0.787  -0.975  -0.23
C  0.935  -0.237  2.177  -0.67
N  0.859  1.170  0.359  -0.33
N  0.161  0.305  0.970  0.01
H  -2.413  0.603  -2.664  0.21
H  -1.568  -2.123  -2.749  0.36
H  0.683  2.309  -1.255  0.42
H  1.704  0.485  2.615  0.27
H  0.285  -0.510  2.944  0.26
H  1.396  -1.064  1.699  0.29



ORCA calculation (ωB97M-V/def2-TZVPD) on a gas-phase ion, C6H6N2 (charge +2) in a non-equilibrium geometry.

Its highest occupied orbital energy (spin up / spin down) is -20.8554 / -20.8560 eV. The net charge is +2. The calculation puts the frontier orbital gap (spin up / spin down) at 8.3 / 8.3 eV. As for the molar mass: 106.13 g mol⁻¹.

Last column: Mulliken charge in e.
Atoms and positions in Å:
C  -1.204  1.509  0.095  -0.79
C  0.083  1.029  0.126  0.13
C  -0.364  -1.175  -0.660  -0.07
C  -2.144  0.561  0.139  0.59
C  -1.718  -0.828  -0.348  0.37
C  1.815  -0.526  0.291  -0.77
N  -2.825  -0.580  0.264  -0.17
N  0.471  -0.250  -0.111  0.02
H  -1.518  2.475  0.036  0.47
H  0.901  1.570  0.212  0.65
H  0.063  -2.093  -1.115  0.48
H  2.547  -0.058  -0.363  0.42
H  1.910  -1.617  0.179  0.26
H  1.982  -0.017  1.257  0.41



Number 1: E_tot -341.39132 hartree. Number 2: E_tot -340.79495 hartree.